No. 1
# C57H121N2O23P

A cluster of 9 separate species, C57H121N2O23P in total in a non-equilibrium geometry (wB97M-V/def2-TZVPD, OMol25).

```
204
Properties=species:S:1:pos:R:3:mulliken_charge:R:1
C 1.509 -3.822 -0.368 -0.725
C 1.044 -3.656 1.072 -1.001
C 0.826 -2.206 1.485 -0.397
C 0.169 -1.426 0.373 -1.709
N -0.811 -0.403 0.820 1.439
C -2.063 -1.047 1.358 -0.309
C -3.210 -0.116 0.981 -0.178
C -2.611 0.892 -0.019 1.926
C -1.325 0.238 -0.450 -1.089
C -0.217 0.666 1.657 -1.104
H 0.940 -3.280 -1.126 0.350
H 1.559 -4.863 -0.663 0.277
H 2.500 -3.363 -0.403 0.095
H 1.808 -4.116 1.690 0.484
H 0.122 -4.215 1.268 0.435
H 1.790 -1.811 1.824 0.348
H 0.200 -2.143 2.383 0.034
H -0.382 -2.156 -0.211 0.487
H 0.902 -0.896 -0.229 1.031
H -2.029 -1.113 2.445 -0.275
H -2.114 -2.061 0.973 0.371
H -3.619 0.442 1.824 -0.390
H -4.086 -0.587 0.532 0.597
H -2.554 1.927 0.318 -1.007
H -3.252 0.943 -0.906 0.007
H -0.735 0.948 -1.016 -0.294
H -1.563 -0.610 -1.095 0.599
H 0.079 0.137 2.568 0.263
H -1.002 1.372 1.893 0.309
H 0.672 1.017 1.152 0.331
C -3.429 5.647 -0.609 -1.394
C -3.234 4.339 -1.394 2.275
C -4.230 4.129 -2.552 0.346
C -4.327 5.287 -3.520 -1.354
N -5.583 5.276 -4.274 0.553
C -5.743 6.561 -5.065 -0.675
C -7.233 6.722 -5.279 -0.703
C -7.940 5.863 -4.208 -0.748
C -6.821 5.240 -3.410 -0.203
C -5.604 4.116 -5.197 -0.672
H -3.046 6.523 -1.128 0.419
H -2.912 5.459 0.336 0.085
H -4.476 5.821 -0.346 0.267
H -3.367 3.486 -0.733 -1.505
H -2.229 4.255 -1.827 -0.073
H -5.186 3.956 -2.060 -0.219
H -3.940 3.201 -3.044 0.331
H -3.456 5.314 -4.177 0.152
H -4.311 6.249 -2.998 0.430
H -5.117 6.574 -5.951 0.458
H -5.368 7.316 -4.370 0.394
H -7.490 6.299 -6.255 0.308
H -7.547 7.760 -5.363 0.419
H -8.579 5.134 -4.706 0.361
H -8.649 6.428 -3.605 0.433
H -7.006 4.229 -3.032 0.027
H -6.531 5.840 -2.539 0.405
H -5.560 3.201 -4.607 0.023
H -4.733 4.264 -5.845 0.300
H -6.430 4.105 -5.904 0.424
C -5.356 -0.980 -3.106 -0.910
C -6.354 -1.835 -3.652 0.210
C -7.616 -1.225 -4.231 0.452
O -8.566 -1.936 -4.560 -0.692
C -7.763 0.206 -4.227 -1.075
C -6.851 0.979 -3.550 0.779
C -5.535 0.378 -3.003 0.226
O -4.744 1.193 -2.456 -0.431
O -7.080 2.159 -3.164 -0.675
O -6.209 -3.034 -3.724 -0.694
H -4.434 -1.420 -2.730 0.452
H -8.622 0.698 -4.656 0.372
C -4.921 0.962 4.357 -0.304
O -4.819 1.895 3.279 0.155
P -6.159 2.674 2.885 0.508
O -7.401 1.966 3.124 -0.803
O -6.036 4.025 3.672 -0.334
C -6.474 4.197 5.010 -0.789
O -5.803 3.157 1.449 0.150
C -5.964 2.203 0.371 0.739
H -4.876 1.488 5.313 0.404
H -4.124 0.232 4.250 -0.521
H -5.883 0.445 4.326 0.487
H -7.190 3.431 5.308 0.357
H -6.994 5.154 5.095 0.263
H -5.615 4.268 5.680 0.259
H -5.547 2.694 -0.509 -1.100
H -7.008 2.015 0.137 0.593
H -5.379 1.286 0.401 -0.072
C 3.795 2.043 -1.006 -0.610
O 3.053 1.554 -2.107 -0.583
C 1.659 1.488 -1.913 0.223
C 1.022 2.840 -1.726 -1.262
O 0.507 2.879 -0.421 0.446
C 0.484 4.164 0.205 -0.745
C -0.105 4.098 1.565 -0.844
O -1.516 3.956 1.472 0.466
C -2.223 4.657 2.465 -1.067
H 3.312 2.915 -0.552 0.349
H 4.802 2.189 -1.375 0.317
H 3.776 1.285 -0.199 0.133
H 1.533 0.923 -0.971 -0.360
H 1.253 0.816 -2.666 0.514
H 0.187 2.935 -2.439 0.145
H 1.692 3.667 -1.984 0.770
H -0.086 4.822 -0.465 0.244
H 1.518 4.542 0.251 0.484
H 0.190 5.016 2.088 0.517
H 0.259 3.235 2.136 0.232
H -3.291 4.621 2.279 0.182
H -1.894 5.706 2.476 0.413
H -2.006 4.252 3.463 0.210
C 7.730 -2.054 5.917 -0.672
O 6.760 -2.535 4.984 -0.454
C 6.585 -1.746 3.855 -0.657
C 5.645 -0.583 4.008 0.524
O 6.258 0.414 4.809 -0.361
C 5.531 1.617 4.805 -0.627
C 5.971 2.613 3.734 -0.493
O 6.674 1.983 2.695 -0.192
C 7.014 2.874 1.648 -0.634
H 7.371 -1.104 6.302 0.228
H 8.658 -1.898 5.353 0.313
H 7.914 -2.853 6.623 0.296
H 6.186 -2.430 3.101 0.291
H 7.532 -1.383 3.429 0.285
H 4.711 -0.896 4.492 0.049
H 5.414 -0.201 3.004 0.091
H 5.704 2.010 5.808 0.404
H 4.449 1.447 4.720 0.263
H 6.604 3.404 4.168 0.371
H 5.082 3.150 3.356 0.333
H 6.165 2.973 0.955 0.098
H 7.825 2.393 1.111 0.223
H 7.239 3.860 2.058 0.368
C 5.113 -2.619 -4.898 -0.773
O 4.843 -2.080 -3.616 -0.161
C 5.946 -1.407 -3.082 -0.853
C 5.624 -1.119 -1.642 0.298
O 5.714 -2.315 -0.887 -0.491
C 6.214 -2.028 0.436 -0.247
C 7.727 -2.091 0.382 -0.533
O 8.104 -3.368 -0.088 -0.368
C 9.146 -3.357 -1.023 -0.682
H 4.203 -2.928 -5.409 0.016
H 5.714 -3.529 -4.745 0.349
H 5.639 -1.911 -5.548 0.398
H 6.080 -0.462 -3.626 0.369
H 6.842 -2.033 -3.150 0.241
H 4.620 -0.706 -1.510 -0.035
H 6.366 -0.367 -1.328 0.363
H 5.800 -2.849 1.013 0.298
H 5.867 -1.024 0.709 0.266
H 8.198 -1.929 1.363 0.382
H 8.115 -1.291 -0.268 0.316
H 10.035 -2.817 -0.660 0.324
H 8.867 -2.738 -1.901 0.198
H 9.368 -4.354 -1.376 0.273
C 2.818 -5.703 -3.112 -0.581
O 2.550 -5.752 -4.499 -0.355
C 1.724 -4.717 -4.884 -0.058
C 1.669 -4.665 -6.386 -0.868
O 1.210 -5.819 -7.009 -0.309
C -0.168 -5.980 -6.868 -0.324
C -0.737 -6.922 -7.888 -0.583
O 0.160 -8.040 -7.959 -0.286
C -0.234 -9.066 -8.808 -0.776
H 3.388 -6.603 -2.870 0.368
H 1.900 -5.847 -2.520 0.234
H 3.342 -4.786 -2.829 0.164
H 1.990 -3.732 -4.475 0.337
H 0.698 -4.890 -4.506 0.288
H 2.720 -4.545 -6.684 0.252
H 1.186 -3.780 -6.820 0.455
H -0.651 -5.007 -7.078 0.331
H -0.519 -6.295 -5.877 0.224
H -0.672 -6.524 -8.914 0.335
H -1.763 -7.262 -7.724 0.366
H -0.937 -8.758 -9.592 0.357
H -0.683 -9.897 -8.257 0.245
H 0.691 -9.378 -9.294 0.226
C 3.837 -2.713 6.636 -0.572
O 2.733 -3.480 7.130 -0.374
C 2.454 -3.184 8.466 -0.515
C 1.048 -3.543 8.834 -0.733
O 0.017 -2.590 8.571 -0.410
C 0.162 -1.955 7.341 0.137
C -0.933 -0.903 7.227 -0.647
O -1.332 -0.739 5.882 -0.166
C -2.493 -1.516 5.539 -0.162
H 4.729 -3.040 7.187 0.292
H 3.628 -1.656 6.817 0.250
H 4.009 -3.048 5.622 0.232
H 2.628 -2.110 8.670 0.392
H 3.128 -3.666 9.192 0.447
H 1.004 -3.959 9.835 0.402
H 0.759 -4.351 8.135 0.319
H 0.231 -2.671 6.512 0.236
H 1.136 -1.444 7.320 -0.045
H -0.572 0.009 7.702 0.305
H -1.784 -1.244 7.829 0.365
H -2.249 -2.582 5.446 0.290
H -2.732 -1.202 4.521 -0.421
H -3.321 -1.339 6.223 0.394
```

As for the charge: 0. The calculation puts the gap between HOMO and LUMO at 0.15382 Ha. For the lowest unoccupied orbital energy, the calculation gives -0.56 eV.


No. 2
# C57H121N7O19

A cluster of 11 separate species, C57H121N7O19 in total in a non-equilibrium geometry (wB97M-V/def2-TZVPD, OMol25).

```
204
Properties=species:S:1:pos:R:3:mulliken_charge:R:1
C 2.764 -0.483 3.707 -0.063
C 3.775 0.554 4.075 0.314
O 4.481 0.446 5.033 -0.639
N 3.788 1.714 3.287 0.747
C 4.737 2.747 3.504 -1.129
H 2.206 -0.483 4.659 0.456
H 3.267 -1.441 3.575 0.498
H 2.129 -0.268 2.830 -0.567
H 3.236 1.764 2.445 -0.180
H 5.643 2.617 2.933 0.255
H 4.982 2.723 4.588 0.351
H 4.322 3.722 3.194 0.342
C 1.553 2.286 5.753 -1.311
C 0.600 1.788 4.657 0.335
O 0.676 2.158 3.523 -0.547
N -0.262 0.795 5.082 0.020
C -1.403 0.281 4.318 -0.136
H 2.300 1.524 5.852 0.267
H 1.119 2.420 6.717 0.602
H 2.022 3.250 5.516 0.262
H -0.389 0.779 6.097 0.307
H -1.055 -0.283 3.452 -0.149
H -2.002 1.093 3.863 -0.387
H -2.131 -0.269 4.880 0.446
C 1.451 0.580 0.235 2.225
C -0.082 0.557 -0.016 -0.797
O -0.584 -0.084 -0.931 -0.906
N -0.792 1.108 0.976 1.350
C -2.246 1.192 0.856 -0.002
H 1.622 0.584 1.346 -1.488
H 1.897 1.500 -0.127 0.342
H 1.830 -0.268 -0.299 -0.739
H -0.376 1.718 1.661 0.105
H -2.635 0.578 0.037 0.208
H -2.497 2.248 0.527 -0.086
H -2.795 0.959 1.800 -0.635
C 2.351 -3.488 -4.333 -1.745
C 1.213 -2.637 -4.848 1.857
C 0.753 -3.229 -6.166 -1.568
C -0.618 -2.669 -6.575 -0.686
C -1.635 -2.921 -5.518 -1.425
C -1.267 -2.454 -4.098 1.885
N 0.121 -2.855 -3.855 -0.421
O 0.566 -2.443 -2.587 1.884
C -1.509 -0.907 -3.957 -1.376
C -2.215 -3.125 -3.116 -2.220
C 1.632 -1.148 -4.939 -1.549
H 1.977 -4.484 -4.105 0.434
H 2.780 -3.017 -3.439 -0.081
H 3.118 -3.515 -5.090 0.537
H 1.553 -3.128 -6.869 0.461
H 0.683 -4.304 -5.970 0.410
H -0.932 -3.072 -7.537 0.436
H -0.529 -1.585 -6.659 0.307
H -1.654 -3.984 -5.377 0.463
H -2.668 -2.602 -5.757 0.364
H -2.535 -0.661 -4.137 0.626
H -1.184 -0.492 -2.983 -0.238
H -0.992 -0.441 -4.769 0.379
H -1.944 -2.708 -2.127 0.271
H -3.261 -2.988 -3.420 0.469
H -2.094 -4.217 -3.187 0.481
H 1.005 -0.439 -5.468 0.297
H 2.554 -1.196 -5.559 0.475
H 1.914 -0.788 -3.928 0.102
H 0.336 -1.508 -2.417 -0.285
C -2.804 7.225 -1.750 -1.968
C -4.038 6.324 -1.957 1.502
C -4.659 6.640 -3.318 -1.265
C -5.764 5.643 -3.757 -0.742
C -5.115 4.187 -3.758 -1.777
C -4.499 3.780 -2.391 2.688
N -3.587 4.903 -1.965 0.275
O -2.914 4.616 -0.804 0.306
C -5.570 3.436 -1.371 -1.460
C -3.662 2.568 -2.702 -2.092
C -4.971 6.592 -0.841 -1.437
H -3.068 8.276 -1.725 0.477
H -2.069 7.081 -2.570 0.366
H -2.291 6.907 -0.837 0.295
H -5.105 7.657 -3.334 0.309
H -3.862 6.553 -4.067 0.355
H -6.098 5.868 -4.763 0.454
H -6.671 5.615 -3.145 0.343
H -4.238 4.201 -4.373 0.554
H -5.749 3.379 -4.106 0.450
H -5.180 3.339 -0.349 0.070
H -6.395 4.146 -1.332 0.320
H -6.076 2.477 -1.545 0.512
H -3.451 2.053 -1.772 -0.097
H -4.107 1.875 -3.398 0.537
H -2.718 2.944 -3.126 0.440
H -5.091 7.658 -0.607 0.502
H -4.677 6.120 0.118 0.095
H -5.945 6.230 -1.198 0.338
H -3.437 4.715 0.031 -0.167
C 2.595 -4.876 -0.159 -1.231
C 1.649 -4.440 0.945 2.390
C 0.256 -4.183 0.470 -1.638
C -0.438 -5.494 0.115 -0.395
C -0.410 -6.377 1.403 -1.740
C 0.989 -6.705 1.914 2.187
N 1.647 -5.424 2.065 0.217
O 2.967 -5.582 2.610 -0.476
C 0.869 -7.199 3.386 -2.040
C 1.790 -7.723 1.090 -1.559
C 2.177 -3.103 1.442 -2.078
H 2.348 -5.804 -0.638 0.255
H 3.670 -4.922 0.166 0.478
H 2.585 -4.141 -1.024 -0.272
H -0.333 -3.736 1.311 0.334
H 0.153 -3.402 -0.273 0.071
H 0.018 -5.953 -0.720 0.525
H -1.538 -5.274 -0.071 0.287
H -0.940 -7.282 1.217 0.589
H -0.874 -5.800 2.220 0.342
H 1.861 -7.373 3.803 0.449
H 0.451 -6.417 4.018 0.420
H 0.244 -8.109 3.466 0.375
H 1.646 -7.699 -0.031 0.285
H 2.884 -7.648 1.345 0.229
H 1.503 -8.737 1.278 0.515
H 1.644 -2.878 2.374 0.749
H 2.097 -2.324 0.695 -0.462
H 3.234 -3.113 1.701 0.790
H 3.598 -5.868 1.925 0.354
C 7.820 1.817 -1.741 -1.780
C 7.421 0.505 -0.994 1.509
C 7.076 0.944 0.423 -0.889
C 6.334 -0.088 1.228 -0.768
C 5.122 -0.632 0.481 0.184
C 5.496 -1.136 -0.944 2.413
N 6.160 0.020 -1.597 0.877
O 6.524 -0.362 -2.954 -0.592
C 6.266 -2.449 -0.916 -1.696
C 4.226 -1.384 -1.749 -1.788
C 8.614 -0.500 -1.084 -1.759
H 8.718 2.240 -1.278 0.360
H 7.012 2.500 -1.725 0.241
H 8.041 1.697 -2.799 0.421
H 7.888 1.332 0.992 0.530
H 6.421 1.801 0.226 -0.135
H 5.907 0.299 2.155 0.373
H 6.974 -0.965 1.550 0.299
H 4.321 0.114 0.407 -0.335
H 4.693 -1.480 1.068 -0.521
H 6.885 -2.477 0.013 0.363
H 5.522 -3.257 -0.827 0.223
H 6.843 -2.680 -1.796 0.326
H 3.717 -0.486 -2.114 -0.149
H 4.390 -1.919 -2.689 0.655
H 3.514 -1.927 -1.109 0.122
H 8.731 -0.859 -2.106 0.371
H 8.503 -1.390 -0.468 0.312
H 9.537 -0.064 -0.677 0.436
H 6.009 0.295 -3.465 0.324
C -7.055 4.044 2.641 -0.503
O -5.996 4.005 3.668 -0.331
C -4.805 4.102 3.095 0.355
O -4.509 4.044 1.901 -0.106
O -3.959 4.186 4.107 -0.405
C -2.565 4.180 3.730 -0.340
H -6.837 3.230 1.952 0.107
H -6.910 5.007 2.128 0.316
H -8.028 4.016 3.203 0.222
H -2.433 4.867 2.917 0.348
H -2.414 3.135 3.440 -0.001
H -2.002 4.441 4.650 0.176
C -5.673 0.262 1.461 0.423
O -6.269 0.539 2.785 -0.462
C -5.418 0.845 3.734 0.567
O -4.195 1.005 3.571 -0.045
O -6.066 0.906 4.896 -0.446
C -5.250 1.496 5.968 -0.603
H -6.034 -0.737 1.191 0.323
H -4.618 0.331 1.512 -0.537
H -6.052 1.038 0.793 0.185
H -4.436 0.799 6.087 0.271
H -5.919 1.355 6.838 0.254
H -4.896 2.482 5.735 0.207
C 0.404 4.238 -1.180 0.430
O 1.436 5.154 -1.383 -0.344
C 2.673 4.821 -1.744 0.461
O 3.593 5.547 -1.952 -0.583
O 2.832 3.426 -1.719 -0.238
C 4.199 2.954 -1.905 -0.978
H 0.509 3.810 -0.159 -0.137
H 0.351 3.415 -1.890 0.216
H -0.507 4.850 -1.232 -0.076
H 4.868 3.264 -1.099 0.361
H 4.570 3.388 -2.804 0.571
H 4.113 1.878 -1.808 0.228
C -2.517 -2.427 1.097 1.249
O -3.881 -2.573 0.878 -0.398
C -4.513 -3.711 1.176 0.566
O -5.625 -3.963 0.868 -0.575
O -3.747 -4.573 1.980 -0.204
C -4.366 -5.790 2.399 -0.874
H -2.361 -2.323 2.192 0.527
H -2.144 -1.623 0.455 -0.528
H -1.990 -3.306 0.758 -0.842
H -5.437 -5.591 2.353 0.425
H -3.972 -5.973 3.399 0.235
H -4.028 -6.499 1.655 0.257
```

As for the charge: 0. The calculation puts the gap between HOMO and LUMO at 0.30522 Ha. As for the SMILES: CC1(C)CCCC(C)(C)N1O.CC1(C)CCCC(C)(C)N1O.CC1(C)CCCC(C)(C)N1O.CC1(C)CCCC(C)(C)N1O.COC(=O)OC.COC(=O)OC.COC(=O)OC.COC(=O)OC.CNC(C)=O.CNC(C)=O.CNC(C)=O. For the lowest unoccupied orbital energy, the calculation gives 0.27 eV.


Results for total energy: -4425.36022 -4057.14936 (in Eh, following the order of the records).